Here is C29H36FeGe2IN3O3S as an isolated structure at a distorted geometry from OMol25. Energies are from wB97M-V/def2-TZVPD.

## Properties
HOMO level (spin up / spin down) ... -9.73 / -10.78 eV
E_LUMO (spin up / spin down) ... -2.72 / -3.85 eV
Total charge ... +1
Energy ... -7629.8805 hartree
Multiplicity ... 6
Gap between HOMO and LUMO (spin up / spin down) ... 7.01 / 6.93 eV

Last column: Löwdin spin population.
Atoms and positions in Å:
1 Fe -0.2589 0.0738 -0.3070  3.96
2 O -0.2200 0.0159 1.8007  0.15
3 N -0.6762 -1.0577 2.4438  0.01
4 C -0.5389 -1.0850 3.7906  0.00
5 C -0.9679 -2.1583 4.5165  0.01
6 C -1.5519 -3.2356 3.8470  0.00
7 C -1.6839 -3.1890 2.4820  0.01
8 C -1.2392 -2.0781 1.7558  0.01
9 S -1.3748 -1.9547 0.0480  0.17
10 H -0.0760 -0.2081 4.2157  0.00
11 H -0.8437 -2.1520 5.5906  0.00
12 H -1.8960 -4.1008 4.3988  0.00
13 H -2.1297 -4.0020 1.9258  0.00
14 N -0.3662 3.9959 -2.1903  0.00
15 C -0.8441 4.2280 -0.8016  0.00
16 C -0.4100 3.0850 0.0978  0.01
17 N -1.3575 1.9299 0.1118  0.05
18 H -0.7892 4.6684 -2.8190  0.00
19 H -0.4064 2.3617 -2.9482  0.00
20 H 0.6343 4.1768 -2.2260  0.00
21 H -1.9327 4.2916 -0.8190  0.00
22 H -0.4725 5.1702 -0.4016  0.00
23 H -0.2762 3.4353 1.1173  0.00
24 H 0.5748 2.7520 -0.2320  0.01
25 H -2.0248 2.0139 -0.6459  0.00
26 H -1.8871 1.9173 0.9747  0.00
27 C 2.7067 -1.9861 -3.1062  0.00
28 Ge 3.3484 -0.3981 -2.1571  0.06
29 C 2.9399 1.1930 -3.2496  0.00
30 C 5.2835 -0.5315 -1.9761  0.03
31 Ge 2.1382 -0.1398 -0.0171  0.25
32 C 2.7519 1.5855 0.7390  0.05
33 C 3.7355 2.3329 0.0852  0.02
34 C 4.1940 3.5358 0.6134  0.00
35 C 3.6704 4.0166 1.8057  0.01
36 C 2.6843 3.2929 2.4653  0.00
37 C 2.2228 2.0942 1.9330  0.01
38 C 2.8421 -1.5145 1.1773  0.03
39 C 3.4612 -2.6526 0.6623  0.01
40 C 3.9724 -3.6302 1.5087  0.00
41 C 3.8523 -3.4894 2.8842  0.01
42 C 3.2245 -2.3672 3.4120  0.00
43 C 2.7200 -1.3900 2.5640  0.01
44 H 2.8991 -1.8605 -4.1759  0.00
45 H 1.6390 -2.1362 -2.9492  0.00
46 H 3.2399 -2.8761 -2.7663  0.00
47 H 2.8040 0.9000 -4.2942  0.00
48 H 3.7598 1.9125 -3.1957  0.00
49 H 2.0313 1.6895 -2.9035  0.00
50 H 5.6919 -0.6257 -2.9854  0.00
51 H 5.5623 -1.4117 -1.3964  0.00
52 H 5.7110 0.3513 -1.5000  0.00
53 H 4.1624 1.9740 -0.8438  0.00
54 H 4.9649 4.0944 0.0949  0.00
55 H 4.0323 4.9492 2.2214  0.00
56 H 2.2785 3.6629 3.4002  0.00
57 H 1.4387 1.5499 2.4476  0.00
58 H 3.5490 -2.7863 -0.4104  0.00
59 H 4.4614 -4.5035 1.0925  0.00
60 H 4.2482 -4.2516 3.5437  0.00
61 H 3.1323 -2.2538 4.4865  0.00
62 H 2.2462 -0.5104 2.9868  0.00
63 I 0.1920 0.1555 -9.4857  0.00
64 C 0.0141 0.2214 -7.4179  0.00
65 C 0.0490 -0.9624 -6.6889  0.00
66 C -0.0682 -0.9134 -5.3105  0.00
67 C -0.2165 0.3115 -4.6648  0.00
68 C -0.2543 1.4878 -5.4050  0.00
69 C -0.1378 1.4474 -6.7830  0.00
70 C -0.3204 0.3017 -3.1981  0.01
71 O -0.2666 -0.7148 -2.5129  0.06
72 O -0.4640 1.4426 -2.5235  0.03
73 H 0.1665 -1.9122 -7.1924  0.00
74 H -0.0424 -1.8200 -4.7199  0.00
75 H -0.3665 2.4505 -4.9200  0.00
76 H -0.1644 2.3620 -7.3596  0.00

Atoms 1-6, force components in eV/Å:
-1.3 -0.3 0.4
-0.2 0.0 -0.1
0.1 0.0 0.1
0.0 0.0 0.0
0.0 0.0 0.1
0.0 -0.1 0.0



Here is C12H21AlCl3GeNO7P2 as an isolated structure from OMol25. Energies are from wB97M-V/def2-TZVPD.

## Properties
HOMO level (spin up / spin down) ... -8.50 / -7.80 eV
E_LUMO (spin up / spin down) ... -0.28 / 0.37 eV
Energy ... -5434.2855 hartree
Gap between HOMO and LUMO (spin up / spin down) ... 8.22 / 8.18 eV

Last column: Löwdin charge in e.
Atoms and positions in Å:
1 Al 0.5607 -0.3376 -0.7012  -0.37
2 Cl -3.7299 -5.0648 1.4010  0.67
3 C -2.6368 -4.0870 0.4660  -0.66
4 C -2.2267 -2.8650 0.9883  -0.05
5 C -1.3629 -2.0948 0.2407  -0.22
6 Cl 2.2253 -0.4914 0.6415  0.38
7 C -0.8832 -2.5288 -1.0026  -0.31
8 O -0.0173 -1.7376 -1.6315  -0.04
9 C -1.3217 -3.7485 -1.4901  -0.57
10 Cl -0.7401 -4.2899 -3.0262  0.72
11 C -2.2039 -4.5378 -0.7616  -0.13
12 H -2.5911 -2.5544 1.9534  0.08
13 H -2.5349 -5.4882 -1.1531  0.11
14 N 3.4697 2.7331 -0.9705  0.08
15 C 2.4347 2.1896 -1.6686  -0.40
16 C 2.2708 1.3329 -4.4687  -0.14
17 P 0.7848 2.6455 -1.1680  0.37
18 O 0.0277 3.2045 -2.4712  -0.12
19 O 0.8831 3.6231 -0.0708  -0.27
20 O 0.0148 1.3204 -0.9366  -0.19
21 P 2.8620 0.9413 -2.8237  0.54
22 O 1.7539 -0.2069 -2.3652  -0.17
23 O 4.2685 0.5202 -2.7585  -0.28
24 O -0.8706 -0.8504 0.5992  -0.19
25 H 3.2367 3.3005 -0.1682  0.10
26 H 4.3682 2.2736 -1.0030  0.10
27 H 5.2271 -0.3590 2.7662  0.03
28 H 1.2346 1.6687 -4.4258  0.05
29 H 2.3511 0.4459 -5.0989  0.06
30 H 2.8970 2.1170 -4.8912  0.06
31 H 0.1111 4.1638 -2.5321  0.09
32 H 1.7150 -1.0350 -2.8687  0.13
33 C -0.0948 -1.3474 3.4696  -0.18
34 Ge -1.1268 -0.1431 2.3600  0.92
35 C -3.0501 -0.1928 2.6766  -0.18
36 C -1.5488 2.6492 1.6863  -0.17
37 C -0.5140 1.6889 2.2729  -0.32
38 H -0.4338 -2.3761 3.3568  0.03
39 H -0.2061 -1.0595 4.5161  0.03
40 H 0.9555 -1.2846 3.1908  0.00
41 H -3.3281 0.7130 3.2159  0.02
42 H -3.3533 -1.0511 3.2734  0.03
43 H -3.5966 -0.2048 1.7337  0.04
44 H -1.8421 2.3501 0.6793  0.07
45 H -1.1326 3.6524 1.6152  0.07
46 H -2.4498 2.6929 2.3007  0.06
47 H 0.4350 1.7491 1.7421  0.03
48 H -0.2913 1.9607 3.3106  0.08

Atoms 1-6, force components in eV/Å:
0.0 -0.1 0.0
0.0 0.0 0.0
0.0 0.0 0.0
0.0 0.0 0.0
0.0 0.0 -0.1
-0.1 0.0 0.1



Here is C5H9NS as an isolated structure at a distorted geometry from OMol25. Energies are from wB97M-V/def2-TZVPD.

## Properties
HOMO level ... -8.78 eV
E_LUMO ... 0.82 eV
Energy ... -648.7483 hartree
Gap between HOMO and LUMO ... 9.59 eV

Last column: Löwdin charge in e.
Atoms and positions in Å:
1 C 0.1728 0.3438 -0.2114  -0.78
2 C 0.6356 -0.5655 0.9200  -0.25
3 C 0.9507 -0.6638 -1.0912  -0.25
4 C -1.2811 0.5895 -0.5631  -0.17
5 C -2.2695 0.0735 0.1691  0.02
6 H 0.4632 2.4536 1.0138  -0.09
7 H -0.1222 -1.2538 1.5814  0.14
8 H 1.4040 0.0421 1.6909  0.13
9 H 2.5250 -1.1270 0.1521  0.09
10 H 1.6001 -0.0864 -1.8070  0.12
11 H 0.1398 -1.2354 -1.5243  0.11
12 H -1.5164 1.0314 -1.4895  0.09
13 H -3.3086 0.2809 -0.0140  0.05
14 H -2.1049 -0.3896 1.1653  0.06
15 N 1.5472 -1.3467 0.0187  -0.05
16 S 1.1644 1.8531 -0.0110  0.76

Atoms 1-6, force components in eV/Å:
-0.3 0.4 0.4
1.7 -1.0 4.8
-0.3 2.2 -1.7
0.4 -1.7 1.7
0.3 0.5 1.3
0.3 -0.6 -0.7



> Which of these has the highest energy?

C5H9NS



> The highest energy belongs to which entry?

C5H9NS



> Which of these has the lowest energy?

C29H36FeGe2IN3O3S